1.
Density functional theory data (ωB97M-V with the def2-TZVPD basis set) for a molecular structure, C17H47Cl6O20P5 at a distorted geometry.

```
95
C17H47Cl6O20P5, DFT ωB97M-V with the def2-TZVPD basis set
C 2.87 0.55 -4.90
O 4.15 0.97 -4.76
P 5.24 -0.13 -4.18
O 6.66 0.36 -4.04
O 5.11 -1.53 -4.99
C 4.95 -1.54 -6.42
O 4.59 -0.34 -2.73
C 4.76 -1.51 -1.98
H 2.65 -0.42 -4.45
H 2.69 0.67 -5.97
H 2.19 1.31 -4.51
H 5.90 -1.67 -6.94
H 4.47 -0.61 -6.73
H 4.32 -2.38 -6.71
H 5.77 -1.92 -2.01
H 4.05 -2.27 -2.34
H 4.34 -1.43 -0.98
C -1.15 1.67 2.72
O -2.09 2.21 3.59
P -1.52 2.95 4.98
O -0.28 3.77 4.75
O -1.40 1.74 5.99
C -0.48 1.82 7.06
O -2.78 3.73 5.65
C -2.52 4.44 6.84
H -1.10 0.59 2.80
H -0.12 1.91 2.99
H -1.33 1.88 1.66
H -0.17 0.79 7.21
H -1.00 2.25 7.91
H 0.37 2.47 6.82
H -1.48 4.72 6.95
H -2.92 3.78 7.61
H -2.94 5.44 6.77
C -5.44 -2.52 3.47
O -4.44 -1.69 2.95
P -4.41 -1.28 1.35
O -5.58 -1.60 0.53
O -3.05 -2.02 0.83
C -2.66 -3.20 1.39
O -3.93 0.31 1.41
C -4.80 1.31 1.88
H -6.31 -2.80 2.87
H -5.92 -1.90 4.23
H -5.06 -3.45 3.89
H -3.37 -3.97 1.72
H -2.08 -2.90 2.26
H -1.97 -3.69 0.71
H -5.55 0.86 2.54
H -5.28 1.77 1.01
H -4.25 2.09 2.39
C 3.43 1.92 1.59
O 4.61 2.32 2.28
P 4.95 2.18 3.89
O 3.84 1.81 4.75
O 6.19 1.13 3.87
C 6.48 0.36 5.07
O 5.54 3.59 4.44
C 6.49 4.32 3.65
H 2.70 2.43 2.22
H 3.23 0.85 1.71
H 3.38 2.27 0.56
H 5.67 0.40 5.80
H 7.39 0.81 5.48
H 6.66 -0.69 4.83
H 6.28 5.37 3.44
H 6.84 3.87 2.72
H 7.28 4.43 4.39
C -5.35 -3.69 -5.79
O -5.27 -2.44 -5.13
P -3.82 -1.66 -5.07
O -2.58 -2.52 -5.03
O -3.92 -0.58 -6.27
C -5.04 0.30 -6.41
O -3.98 -0.69 -3.74
C -3.55 -1.11 -2.42
H -5.60 -3.60 -6.85
H -6.16 -4.30 -5.39
H -4.41 -4.25 -5.73
H -5.27 0.82 -5.48
H -5.92 -0.31 -6.60
H -4.90 0.99 -7.25
H -4.42 -1.36 -1.82
H -2.99 -0.25 -2.03
H -2.92 -1.99 -2.54
C 0.40 -0.14 -1.18
Cl -1.04 -0.19 -0.13
Cl 1.91 -0.58 -0.29
Cl 0.58 1.51 -1.84
H 0.21 -0.96 -1.87
C 1.02 -3.93 -5.09
Cl 2.56 -4.52 -5.68
Cl 1.16 -2.72 -3.72
Cl 0.18 -5.34 -4.59
H 0.44 -3.47 -5.89
```

Properties
**Net charge**: 0
**Multiplicity**: 1
**Lowest unoccupied orbital energy**: 0.01463 Ha

Okay, here come the Mulliken numbers, in e, for every atom: -0.587 -0.404 0.778 -0.730 -0.257 -0.534 0.168 -0.658 0.287 0.320 0.192 0.279 0.311 0.092 0.373 0.246 0.184 -0.552 -0.157 0.832 -0.666 -0.180 -0.756 -0.346 -0.741 0.236 0.290 0.222 0.232 0.278 0.386 0.367 0.242 0.279 -0.886 -0.139 0.745 -0.771 0.127 -0.871 0.041 -0.647 0.351 0.287 0.306 0.317 0.314 0.264 0.310 0.251 0.106 -0.415 -0.317 0.843 -0.633 -0.290 -0.673 -0.324 -0.685 0.304 0.163 0.318 0.323 0.257 0.232 0.278 0.295 0.309 -0.715 -0.293 0.915 -0.525 -0.322 -0.609 -0.357 -0.359 0.284 0.260 0.307 0.283 0.265 0.247 0.218 0.154 0.236 0.155 0.040 -0.086 -0.157 0.007 0.018 -0.137 -0.063 -0.131 0.247

***

2.
Density functional theory data (ωB97M-V with the def2-TZVPD basis set) for a molecular structure, C22H29F15O12Pb at a distorted geometry.

```
79
C22H29F15O12Pb, DFT ωB97M-V with the def2-TZVPD basis set
Pb 20.91 6.62 -8.56
O 23.00 10.47 -9.33
C 22.43 11.76 -9.05
C 20.90 12.12 -9.10
O 19.97 11.15 -8.72
H 22.98 12.49 -9.64
H 22.79 11.94 -8.03
H 20.60 12.27 -10.14
H 20.75 13.06 -8.57
C 14.13 10.35 -4.16
C 15.07 9.18 -4.66
O 14.49 7.87 -4.34
C 15.47 6.81 -4.50
O 16.58 6.84 -5.06
C 15.09 5.47 -3.95
F 15.46 4.45 -4.74
F 15.68 5.40 -2.79
F 13.79 5.40 -3.75
H 14.73 11.23 -4.39
H 13.83 10.32 -3.11
H 13.21 10.51 -4.73
H 16.09 9.33 -4.33
H 15.15 9.20 -5.74
C 30.08 5.38 -10.51
C 28.71 5.22 -9.97
O 28.47 3.84 -9.65
C 27.29 3.38 -9.19
O 26.25 4.04 -8.99
C 27.18 1.88 -8.89
F 27.08 1.79 -7.57
F 26.07 1.42 -9.36
F 28.32 1.22 -9.25
H 30.15 4.85 -11.46
H 30.79 4.74 -9.97
H 30.41 6.41 -10.64
H 28.15 5.57 -10.84
H 28.56 5.85 -9.09
C 14.20 8.65 -13.01
C 15.38 8.00 -12.33
O 15.47 6.85 -13.12
C 16.25 5.77 -12.74
O 16.96 5.65 -11.75
C 16.30 4.73 -13.83
F 15.64 3.61 -13.46
F 15.61 5.15 -14.94
F 17.54 4.47 -14.14
H 14.02 9.55 -12.42
H 13.28 8.08 -13.12
H 14.42 9.13 -13.97
H 15.29 7.84 -11.26
H 16.27 8.60 -12.51
C 27.09 9.09 -3.22
C 25.58 8.81 -3.49
O 24.66 8.62 -2.45
C 23.46 7.99 -2.71
O 23.25 7.32 -3.75
C 22.54 8.00 -1.48
F 23.18 8.45 -0.35
F 21.62 8.92 -1.84
F 21.95 6.80 -1.43
H 27.48 8.48 -2.41
H 26.99 10.07 -2.74
H 27.76 9.08 -4.08
H 25.59 7.91 -4.11
H 25.14 9.56 -4.15
C 22.41 -1.08 -3.66
C 21.64 0.04 -4.39
O 21.14 -0.64 -5.54
C 20.47 0.02 -6.58
O 20.44 1.25 -6.81
C 19.90 -0.95 -7.70
F 18.71 -1.29 -7.35
F 19.74 -0.35 -8.87
F 20.68 -1.95 -7.91
H 22.80 -0.87 -2.66
H 23.23 -1.37 -4.31
H 21.84 -1.98 -3.41
H 22.32 0.86 -4.62
H 20.90 0.47 -3.72
```

Properties
**Net charge**: 0
**Multiplicity**: 1
**Lowest unoccupied orbital energy**: -0.12155 Ha

Okay, here come the Mulliken numbers, in e, for every atom: 0.820 -0.559 -0.302 -0.285 -0.581 0.274 0.203 0.195 0.243 -1.108 -0.229 -0.242 0.311 -0.528 0.907 -0.235 -0.238 -0.242 0.352 0.310 0.310 0.342 0.287 -1.274 -0.077 -0.197 0.323 -0.565 0.896 -0.252 -0.212 -0.236 0.330 0.349 0.361 0.247 0.305 -1.175 -0.187 -0.152 0.281 -0.562 0.902 -0.254 -0.244 -0.223 0.400 0.305 0.322 0.332 0.255 -1.110 -0.255 -0.250 0.381 -0.579 0.860 -0.216 -0.239 -0.201 0.316 0.292 0.343 0.318 0.339 -1.186 -0.158 -0.189 0.318 -0.542 0.888 -0.245 -0.246 -0.228 0.396 0.289 0.320 0.292 0.286

***

3.
Density functional theory data (ωB97M-V with the def2-TZVPD basis set) for a molecular structure, C35H52N4PdTe at a distorted geometry.

```
93
C35H52N4PdTe, DFT ωB97M-V with the def2-TZVPD basis set
Pd -0.03 0.08 0.97
C -0.75 -1.47 4.88
C -0.69 -0.75 2.76
N -0.06 -0.71 3.95
H -2.46 -2.78 4.59
N -1.73 -1.58 2.93
H -0.46 -1.60 5.90
C 0.61 -1.75 0.09
C 0.36 -2.10 -1.24
C 0.43 -3.47 -1.58
C 0.80 -4.43 -0.63
C 1.17 -4.01 0.64
C 1.07 -2.67 1.01
H 0.09 -1.34 -1.98
H 0.19 -3.81 -2.60
H 1.53 -4.75 1.36
H 1.35 -2.37 2.02
C 0.83 -5.90 -0.93
H 0.69 -6.45 0.01
H 1.79 -6.24 -1.34
H 0.05 -6.19 -1.62
C 1.24 0.01 4.22
C 1.55 -0.13 5.70
C 2.37 -0.59 3.39
H 1.65 -1.18 6.02
H 2.52 0.35 5.93
H 0.81 0.37 6.33
H 2.09 1.95 4.01
H 0.34 1.97 4.43
H 2.27 -0.30 2.34
C 1.11 1.47 3.84
H 2.41 -1.68 3.45
H 3.33 -0.20 3.77
H 0.84 1.59 2.78
C -1.76 -2.04 4.23
C -2.49 -3.70 1.92
H -2.94 -4.21 2.80
H -2.96 -4.14 1.02
C -2.73 -2.18 1.97
H -3.38 -2.12 -0.05
C -4.12 -1.85 2.54
H -4.21 -0.76 2.73
H -1.41 -3.93 1.90
H -1.66 -1.84 0.16
H -4.32 -2.39 3.49
H -4.92 -2.14 1.84
C -2.63 -1.60 0.58
H -2.80 -0.51 0.53
C 2.32 2.38 -5.64
N 2.33 1.89 -4.34
H 0.73 2.33 -7.13
N 0.41 1.39 -5.18
H 3.12 2.96 -6.07
C 3.37 2.24 -3.34
C 4.67 2.56 -4.05
C 2.87 3.43 -2.52
H 4.62 3.46 -4.66
H 5.47 2.75 -3.32
H 5.02 1.73 -4.67
H 4.25 1.37 -1.60
H 4.00 0.21 -2.92
H 1.95 3.14 -2.00
C 3.56 1.07 -2.40
H 2.67 4.30 -3.15
H 3.62 3.70 -1.78
H 2.60 0.78 -1.96
C 1.12 2.07 -6.17
C -1.79 2.20 -4.53
H -1.60 3.19 -4.96
H -2.87 2.01 -4.59
C -1.04 1.11 -5.28
H -2.42 -0.36 -4.57
C -1.46 1.02 -6.74
H -0.89 0.26 -7.28
H -1.48 2.19 -3.48
H -0.97 -0.16 -3.55
H -1.38 1.98 -7.26
H -2.52 0.73 -6.83
C -1.33 -0.21 -4.58
H -0.87 -1.05 -5.10
C 1.14 1.31 -4.02
Te -1.64 2.13 0.50
C -2.08 2.85 2.43
C -1.31 3.92 2.94
C -1.25 4.07 4.33
C -1.93 3.17 5.18
C -2.79 2.20 4.63
C -2.95 2.09 3.24
H -0.76 4.57 2.24
H -0.68 4.90 4.77
H -1.80 3.24 6.27
H -3.34 1.52 5.28
H -3.68 1.43 2.78
```

Properties
**Net charge**: -2
**Multiplicity**: 5
**Lowest unoccupied orbital energy (alpha / beta)**: 0.14413 / 0.10944 Ha

Okay, here come the Mulliken numbers, in e, for every atom: -0.334 -0.826 -0.420 1.200 0.502 1.369 0.412 -1.368 0.617 -0.625 1.500 -0.834 0.108 0.500 0.225 0.209 -0.041 -1.763 0.349 0.315 0.401 2.302 -2.500 -1.959 0.496 0.408 0.418 0.546 0.156 0.182 -1.340 0.437 0.517 0.072 -0.945 -1.668 0.383 0.407 1.507 0.618 -1.435 0.116 0.213 0.323 0.331 0.429 -1.597 -0.045 -0.620 0.114 0.104 -0.091 0.256 4.302 -3.295 -2.239 0.555 0.354 0.592 0.453 0.391 0.267 -2.219 0.393 0.447 0.303 -0.490 -2.559 0.431 0.336 5.507 0.446 -3.945 0.675 0.339 0.102 0.610 0.444 -2.404 0.400 -0.906 -0.449 -0.076 -0.341 -0.597 -0.153 -0.090 -1.011 0.325 0.188 0.497 0.131 0.656

***

4.
Density functional theory data (ωB97M-V with the def2-TZVPD basis set) for a molecular structure, C38H49AlBBrCaF8LiN2O5S2 at a distorted geometry.

```
109
C38H49AlBBrCaF8LiN2O5S2, DFT ωB97M-V with the def2-TZVPD basis set
C -5.23 3.38 -1.19
C -5.01 2.38 -2.32
O -5.14 1.04 -1.85
C -4.25 0.15 -2.45
C -4.68 -1.26 -2.03
C -3.53 -2.02 -1.36
C -3.56 -1.98 0.19
C -2.21 -1.51 0.73
C -2.07 -1.45 2.25
C -1.78 -2.82 2.96
C -1.66 -4.05 2.07
C -0.25 -4.37 1.55
C -0.36 -5.42 0.45
C 0.97 -5.98 -0.05
N 0.83 -6.40 -1.46
C -3.29 -0.88 3.01
Br -4.06 0.74 2.21
O -2.75 -0.53 4.27
C -1.53 0.05 4.05
O -1.01 0.79 4.83
C -1.07 -0.35 2.67
C 0.41 -0.57 2.41
C 1.30 0.59 2.84
C 0.91 1.99 2.34
S 2.31 2.91 1.62
C 1.90 2.95 -0.09
S 0.60 3.66 -0.68
N 2.90 2.26 -0.91
C 3.51 2.95 -1.87
C 4.19 2.22 -2.94
C 4.82 2.90 -3.91
C 4.84 4.32 -3.89
C 4.23 5.03 -2.83
C 3.60 4.39 -1.85
C 2.46 0.89 -1.21
C 1.32 0.68 -1.96
C 0.94 -0.61 -2.25
C 1.71 -1.67 -1.81
C 2.87 -1.46 -1.08
C 3.24 -0.17 -0.77
H -6.04 4.03 -1.49
H -4.35 4.00 -1.05
H -5.49 2.85 -0.28
H -4.04 2.54 -2.81
H -5.76 2.55 -3.09
H -4.28 0.23 -3.54
H -3.21 0.36 -2.15
H -5.50 -1.13 -1.33
H -5.05 -1.82 -2.89
H -2.58 -1.62 -1.73
H -3.60 -3.06 -1.74
H -3.84 -2.97 0.54
H -4.37 -1.32 0.48
H -1.45 -2.18 0.34
H -2.01 -0.53 0.28
H -0.87 -2.74 3.56
H -2.59 -3.01 3.66
H -1.98 -4.92 2.64
H -2.33 -4.00 1.21
H 0.20 -3.46 1.17
H 0.33 -4.75 2.39
H -0.98 -6.23 0.83
H -0.88 -4.94 -0.40
H 1.69 -5.16 -0.04
H 1.30 -6.79 0.58
H 0.90 -7.41 -1.54
H 1.62 -6.06 -2.00
H -4.12 -1.55 3.17
H -1.34 0.52 2.06
H 0.75 -1.44 2.98
H 0.54 -0.83 1.35
H 2.30 0.35 2.50
H 1.36 0.62 3.92
H 0.14 1.95 1.57
H 0.54 2.60 3.15
H 4.19 1.15 -2.97
H 5.32 2.36 -4.70
H 5.34 4.87 -4.68
H 4.30 6.11 -2.90
H 3.15 4.96 -1.05
H 0.74 1.51 -2.33
H 0.03 -0.77 -2.82
H 1.40 -2.67 -2.08
H 3.48 -2.29 -0.76
H 4.15 0.03 -0.21
C 4.60 0.09 4.41
C 4.96 -0.15 5.67
C 5.42 -1.50 6.10
O 5.75 -1.71 7.24
C 5.46 -2.57 5.06
C 5.09 -2.33 3.81
C 4.63 -0.98 3.39
O 4.30 -0.76 2.24
H 4.26 1.06 4.07
H 4.94 0.62 6.43
H 5.80 -3.54 5.40
H 5.11 -3.09 3.04
Li -2.92 -4.40 -1.19
F -7.65 3.43 -4.70
Al -8.83 3.93 -3.58
F -10.12 4.66 -4.35
F -8.08 5.00 -2.49
F -9.34 2.57 -2.72
B 5.48 8.34 -4.31
F 4.65 8.21 -3.15
F 6.20 7.10 -4.43
F 4.67 8.51 -5.43
F 6.33 9.41 -4.13
Ca -4.26 -4.63 -3.93
```

Properties
**Net charge**: +1
**Multiplicity**: 1
**Lowest unoccupied orbital energy**: -0.33030 Ha

Mulliken population analysis, charges in e, atoms 1 to 99: -0.805 -0.153 -0.337 -0.436 -0.628 1.066 -1.412 -1.541 2.783 -0.946 -0.560 0.016 -0.376 -0.690 -0.567 -0.167 -0.114 -0.440 0.001 -0.544 -1.442 -0.112 -0.103 -0.795 -0.234 -0.016 0.129 0.623 1.555 -0.111 -0.913 -0.175 -1.217 -0.365 -0.789 -0.107 -0.962 -0.515 -0.897 0.024 0.195 0.246 0.192 0.323 0.205 0.362 0.174 0.442 -0.011 0.747 -1.945 0.635 0.497 0.217 0.736 0.458 0.410 0.754 -0.306 -0.137 0.601 0.419 -0.280 0.276 0.408 0.243 0.215 0.708 0.280 0.340 -0.199 -0.148 0.742 0.105 0.648 0.443 0.449 0.572 0.633 0.564 0.648 0.509 0.552 0.534 0.501 -0.178 -0.435 0.247 -0.505 -0.401 -0.486 0.492 -0.433 0.431 0.444 0.423 0.439 0.731 -0.438

***

5.
Density functional theory data (ωB97M-V with the def2-TZVPD basis set) for a molecular structure, C23H50As3N3O5V.

```
85
C23H50As3N3O5V, DFT ωB97M-V with the def2-TZVPD basis set
V 0.09 0.10 -0.81
O 1.87 0.96 -0.12
C 2.85 1.20 -1.15
C 2.30 0.91 -2.55
N 0.83 1.07 -2.58
C 0.40 2.50 -2.47
C -0.46 2.80 -1.26
O -0.81 3.94 -1.03
O -0.79 1.76 -0.52
C 0.17 0.36 -3.70
C -1.20 -0.11 -3.20
O -2.22 0.06 -3.80
O -1.10 -0.73 -2.02
H 1.78 1.87 0.42
H 3.16 2.24 -1.08
H 3.72 0.58 -0.97
H 2.78 1.56 -3.28
H 2.51 -0.12 -2.84
H 1.28 3.14 -2.43
H -0.16 2.78 -3.36
H 0.06 0.98 -4.58
H 0.75 -0.52 -3.94
C 3.40 -2.28 -0.92
As 1.46 -2.20 -1.02
C 1.19 -3.06 -2.74
C 1.08 -3.63 0.25
C -0.34 -3.79 0.83
C -0.36 -5.12 1.59
C -0.62 -2.69 1.87
As -1.01 -0.87 1.27
C -2.93 -0.87 1.00
C -0.86 0.02 2.98
C -1.42 -3.78 -0.25
As -1.36 -5.26 -1.56
C -2.63 -6.47 -0.71
C -2.64 -4.43 -2.80
H 3.71 -3.33 -0.97
H 3.74 -1.86 0.03
H 3.85 -1.74 -1.74
H 1.42 -4.11 -2.67
H 1.85 -2.60 -3.47
H 0.16 -2.93 -3.07
H 1.79 -3.50 1.07
H 1.37 -4.54 -0.27
H 0.36 -5.11 2.41
H -0.10 -5.95 0.93
H -1.35 -5.31 2.02
H 0.23 -2.59 2.56
H -1.48 -2.97 2.48
H -3.42 -1.37 1.83
H -3.17 -1.36 0.06
H -3.26 0.17 0.95
H -1.27 -0.64 3.75
H -1.43 0.94 2.96
H 0.18 0.24 3.21
H -1.36 -2.86 -0.85
H -2.41 -3.78 0.21
H -2.16 -7.01 0.11
H -2.97 -7.20 -1.45
H -3.50 -5.92 -0.33
H -2.19 -3.57 -3.29
H -3.53 -4.11 -2.26
H -2.92 -5.16 -3.56
C -1.94 3.53 1.97
C -0.45 3.37 2.23
N 0.33 4.56 1.88
C -0.15 5.83 2.41
C 0.21 6.03 3.88
C 1.53 4.43 1.31
C 2.34 5.69 1.10
N 2.02 3.28 0.91
H -2.42 2.55 2.02
H -2.11 3.92 0.97
H -2.44 4.16 2.70
H -0.06 2.55 1.65
H -0.27 3.14 3.29
H -1.23 5.86 2.28
H 0.23 6.64 1.80
H -0.23 5.25 4.50
H -0.17 6.99 4.24
H 1.29 6.01 4.03
H 2.48 6.25 2.02
H 1.83 6.34 0.38
H 3.32 5.44 0.70
H 2.96 3.46 0.57
```

Properties
**Net charge**: +1
**Multiplicity**: 3
**Lowest unoccupied orbital energy (alpha / beta)**: -0.10412 / -0.08644 Ha

Okay, here come the Mulliken numbers, in e, for every atom: 0.626 -0.752 -0.634 -1.081 0.592 -1.231 0.645 -0.649 -0.433 -0.561 0.406 -0.646 -0.433 0.217 0.468 0.472 0.483 0.382 0.413 0.453 0.423 0.259 -1.483 1.628 -1.437 -2.245 2.370 -2.283 -2.208 1.326 -1.340 -1.241 -0.866 0.248 -1.172 -1.008 0.483 0.362 0.434 0.581 0.510 0.093 0.577 0.718 0.427 0.499 0.444 0.488 0.701 0.502 0.295 0.449 0.620 0.231 0.388 -0.753 1.083 0.355 0.431 0.329 0.142 0.348 0.436 -1.398 0.493 0.373 -0.914 -1.006 1.022 -1.808 -0.558 0.227 0.317 0.481 -0.887 0.679 0.383 0.492 0.287 0.401 0.261 0.328 0.341 0.479 0.125

***

How do the records compare in total energy? In the order shown, they have -6648.97531 -3448.94473 -1979.54203 -7084.73061 -9098.08360 Ha.